Below is a molecular structure, C41H35BrF12N4O4STi, with properties calculated with wB97M-V/def2-TZVPD.

Cartesian coordinates (Å):
1 Ti -0.421 -0.676 -0.122
2 C 5.738 3.171 0.529
3 C 4.490 2.341 0.696
4 C 4.117 1.804 1.922
5 C 3.007 1.000 2.034
6 C 2.164 0.682 0.935
7 N 1.136 -0.196 1.058
8 C 0.938 -0.946 2.220
9 C 0.608 -0.376 3.457
10 C 0.466 -1.158 4.585
11 C 0.680 -2.531 4.543
12 C 0.564 -3.360 5.796
13 C 0.974 -3.112 3.318
14 C 1.063 -2.353 2.159
15 C 1.292 -2.970 0.770
16 O 0.584 -2.382 -0.227
17 C 2.854 -2.923 0.513
18 F 3.234 -3.690 -0.536
19 F 3.327 -1.702 0.286
20 F 3.560 -3.381 1.583
21 C 0.971 -4.517 0.725
22 F 1.961 -5.316 1.216
23 F 0.785 -4.915 -0.548
24 F -0.131 -4.885 1.397
25 C 2.550 1.246 -0.323
26 C 3.696 2.031 -0.397
27 C 1.790 0.946 -1.633
28 O 0.500 0.563 -1.545
29 C 2.573 -0.137 -2.478
30 F 2.205 -0.102 -3.794
31 F 2.294 -1.372 -2.077
32 F 3.918 -0.017 -2.478
33 C 1.851 2.222 -2.583
34 F 0.859 2.190 -3.495
35 F 1.710 3.394 -1.930
36 F 2.995 2.356 -3.314
37 H 6.083 3.549 1.493
38 H 5.563 4.020 -0.134
39 H 6.543 2.571 0.091
40 H 4.713 2.010 2.807
41 H 2.776 0.560 2.992
42 H 0.439 0.692 3.505
43 H 0.199 -0.691 5.528
44 H 1.215 -2.968 6.581
45 H 0.836 -4.398 5.604
46 H -0.462 -3.337 6.173
47 H 1.145 -4.180 3.278
48 H 4.024 2.411 -1.355
49 O -3.458 -4.217 -3.925
50 C -2.876 -3.204 -3.207
51 C -1.528 -2.875 -3.339
52 C -0.987 -1.894 -2.551
53 N -1.683 -1.196 -1.605
54 C -3.018 -1.469 -1.590
55 Br -4.122 -0.358 -0.539
56 C -3.642 -2.431 -2.351
57 H -2.744 -4.743 -4.300
58 H -0.899 -3.396 -4.051
59 H 0.057 -1.632 -2.650
60 H -4.708 -2.582 -2.268
61 C -0.825 4.971 1.522
62 C -1.795 4.297 2.254
63 C -1.993 2.939 2.093
64 C -1.233 2.199 1.161
65 C -0.324 2.913 0.372
66 C -0.102 4.262 0.573
67 N -1.358 0.813 1.062
68 N -1.978 0.336 2.151
69 C -2.218 -1.000 2.137
70 C -2.951 -1.560 3.199
71 C -3.327 -2.887 3.136
72 C -2.986 -3.652 2.022
73 C -2.212 -3.093 1.005
74 C -1.761 -1.780 1.045
75 H -0.644 6.029 1.676
76 H -2.409 4.842 2.965
77 H -2.739 2.416 2.669
78 H 0.210 2.371 -0.384
79 H 0.652 4.770 -0.017
80 H -3.228 -0.931 4.039
81 H -3.908 -3.326 3.941
82 H -3.317 -4.684 1.950
83 H -1.950 -3.724 0.157
84 C -1.559 4.906 -2.608
85 C -1.854 3.748 -3.547
86 S -2.145 2.247 -2.494
87 O -3.375 2.621 -1.757
88 C -2.730 1.201 -3.896
89 C -1.562 0.703 -4.734
90 H -1.579 5.863 -3.132
91 H -0.583 4.774 -2.146
92 H -2.306 4.926 -1.814
93 H -1.015 3.542 -4.211
94 H -2.768 3.922 -4.120
95 H -3.460 1.765 -4.479
96 H -3.239 0.369 -3.412
97 H -1.125 1.505 -5.331
98 H -1.887 -0.090 -5.412
99 H -0.785 0.302 -4.085

Output
- DFT total energy: -7123.57071 Ha
- Energy relative to the best compared isomer or geometry (same formula, charge and spin): 19.8 kcal/mol
- Total charge: -2
- Multiplicity: 3
- LUMO level (spin up / spin down): 0.1421 / 0.1421 Eh
- HOMO-LUMO gap (spin up / spin down): 0.1498 / 0.1958 hartree
- Molecular weight: 1035.569 g mol⁻¹

---

Below is 2 unconnected molecules or ions with the total composition C5H12NO6PS, with properties calculated with wB97M-V/def2-TZVPD.

Cartesian coordinates (Å):
1 C -1.490 -0.884 1.153
2 C -0.962 0.466 1.539
3 C -0.697 1.432 0.471
4 C 0.653 1.267 -0.125
5 C 0.562 0.567 -1.529
6 N 1.341 -0.423 -1.748
7 O -1.935 0.887 -2.372
8 O -0.226 2.914 -2.768
9 O 0.810 -2.403 2.976
10 O -0.267 0.720 -4.159
11 O 2.499 -3.119 1.097
12 O 3.103 -1.742 3.231
13 P -0.394 1.454 -2.887
14 S 1.964 -1.814 2.318
15 H -0.865 -1.092 0.253
16 H -2.552 -0.854 0.825
17 H -1.512 -1.528 1.997
18 H 0.064 0.011 1.889
19 H -1.567 0.877 2.309
20 H -1.430 1.519 -0.315
21 H -0.732 2.399 1.002
22 H 1.273 0.542 0.513
23 H 1.253 2.198 -0.323
24 H 1.793 -2.949 0.493
25 H -2.063 0.231 -3.033
26 H 1.379 -0.674 -2.806

Output
- DFT total energy: -1443.56146 Ha
- Energy relative to the best compared isomer or geometry (same formula, charge and spin): 0.0 kcal/mol
- Total charge: -2
- Multiplicity: 1
- LUMO level: 0.2161 Eh
- HOMO-LUMO gap: 0.2813 hartree
- Molecular weight: 245.193 g mol⁻¹

---

Below is a single C2H4INOS molecule, with properties calculated with wB97M-V/def2-TZVPD.

Cartesian coordinates (Å):
1 C 0.932 -1.457 0.098
2 C -1.498 1.030 -0.037
3 N 0.331 -0.352 0.017
4 O -1.035 -0.306 0.131
5 S 2.659 -1.444 -0.014
6 I 2.969 0.886 -0.204
7 H 0.499 -2.443 0.237
8 H -2.158 1.264 0.798
9 H -2.046 1.105 -0.979
10 H -0.652 1.716 -0.047

Output
- DFT total energy: -904.30996 Ha
- Energy relative to the best compared isomer or geometry (same formula, charge and spin): 7.7 kcal/mol
- Multiplicity: 3
- LUMO level (spin up / spin down): 0.0315 / -0.1043 Eh
- HOMO-LUMO gap (spin up / spin down): 0.2599 / 0.2291 hartree
- Molecular weight: 217.031 g mol⁻¹

---

Below is a molecular structure, C8H20F10Li3N5O24S10, with properties calculated with wB97M-V/def2-TZVPD.

Cartesian coordinates (Å):
1 Li -0.670 1.354 1.394
2 Li -1.377 -1.653 1.069
3 Li 3.865 2.038 1.730
4 N -0.262 3.200 2.387
5 S 0.445 3.515 3.928
6 O 0.150 4.825 4.493
7 O 1.687 2.803 4.321
8 F -0.678 2.511 4.630
9 S 0.873 4.018 1.706
10 O 2.166 3.396 1.662
11 O 0.703 5.442 1.684
12 F 0.392 3.673 0.182
13 N 5.192 0.794 1.032
14 S 5.107 0.480 -0.601
15 O 4.145 -0.500 -1.090
16 O 6.332 0.856 -1.356
17 F 4.320 1.879 -0.886
18 S 5.594 -0.663 1.280
19 O 6.782 -1.220 0.690
20 O 4.461 -1.531 1.630
21 F 6.253 -0.345 2.780
22 N -3.671 -4.305 -2.427
23 S -2.470 -3.156 -2.371
24 O -1.964 -2.585 -1.177
25 O -2.523 -2.363 -3.582
26 F -1.246 -4.106 -2.831
27 S -4.597 -3.353 -1.625
28 O -5.079 -2.185 -2.367
29 O -4.388 -3.307 -0.177
30 F -5.857 -4.408 -1.722
31 N -2.345 2.061 0.465
32 S -2.691 1.945 -1.005
33 O -3.691 2.849 -1.567
34 O -2.437 0.651 -1.630
35 F -1.368 2.739 -1.501
36 S -3.528 0.918 0.797
37 O -3.018 -0.459 0.735
38 O -4.888 1.152 0.521
39 F -3.318 1.284 2.335
40 N 0.110 -0.407 1.136
41 S 1.236 -0.549 0.085
42 O 1.922 -1.860 0.000
43 O 1.880 0.745 -0.167
44 F 0.192 -0.609 -1.158
45 S 1.307 -0.662 2.389
46 O 2.419 0.297 2.544
47 O 1.526 -2.087 2.807
48 F 0.314 0.005 3.522
49 C -0.137 0.783 -3.882
50 O 1.249 0.546 -4.133
51 C 2.064 1.763 -4.269
52 C 1.423 2.992 -5.089
53 O 0.380 3.632 -4.412
54 C 0.756 4.618 -3.409
55 H -0.592 1.322 -4.714
56 H -0.158 1.270 -2.907
57 H -0.732 -0.129 -3.844
58 H 3.022 1.497 -4.715
59 H 2.236 1.972 -3.213
60 H 1.078 2.598 -6.045
61 H 2.225 3.713 -5.248
62 H 0.889 4.176 -2.421
63 H 0.021 5.397 -3.208
64 H 1.657 5.179 -3.654
65 C -2.593 -1.346 3.948
66 O -2.047 -2.245 2.925
67 C -2.336 -3.625 3.166
68 C -1.187 -4.398 2.430
69 O -0.928 -3.843 1.114
70 C 0.198 -4.458 0.535
71 H -2.098 -1.539 4.900
72 H -3.680 -1.317 4.009
73 H -2.339 -0.313 3.710
74 H -3.356 -3.983 3.031
75 H -2.224 -3.829 4.231
76 H -1.292 -5.483 2.415
77 H -0.300 -4.085 2.980
78 H 0.189 -4.431 -0.554
79 H 0.209 -5.540 0.665
80 H 1.096 -4.014 0.964

Output
- DFT total energy: -7399.28815 Ha
- Total charge: -1
- Multiplicity: 2
- LUMO level (spin up / spin down): 0.0324 / -0.1497 Eh
- HOMO-LUMO gap (spin up / spin down): 0.2961 / 0.1141 hartree
- Molecular weight: 1101.732 g mol⁻¹

---

Below is a molecular structure, C2HHgO3, with properties calculated with wB97M-V/def2-TZVPD.

Cartesian coordinates (Å):
1 O -0.302 0.567 1.069
2 H -1.063 0.356 0.511
3 O 2.524 -1.952 0.968
4 O 3.347 -1.710 -0.265
5 C 1.537 -1.114 1.065
6 C 0.557 -0.412 1.104
7 Hg 4.573 -1.743 1.101

Output
- DFT total energy: -455.30293 Ha
- Total charge: +1
- Multiplicity: 1
- LUMO level (spin up / spin down): -0.3092 / -0.3094 Eh
- HOMO-LUMO gap (spin up / spin down): 0.1998 / 0.1997 hartree
- Molecular weight: 273.617 g mol⁻¹

---

Below is 2 unconnected molecules or ions with the total composition C4H8NO3, with properties calculated with wB97M-V/def2-TZVPD.

Cartesian coordinates (Å):
1 C 1.835 1.017 2.622
2 C 1.498 0.534 1.229
3 O 1.753 -0.593 0.861
4 N 0.871 1.441 0.393
5 H 2.312 1.997 2.596
6 H 2.518 0.277 3.035
7 H 0.585 1.096 -0.498
8 H 1.143 2.399 0.521
9 H 0.970 1.042 3.282
10 C -2.322 -1.848 -2.180
11 C -1.454 -0.621 -1.808
12 O -0.254 -0.787 -1.662
13 O -2.084 0.491 -1.703
14 H -2.048 -2.566 -1.409
15 H -1.936 -2.222 -3.122
16 H -3.386 -1.659 -2.156

Output
- DFT total energy: -437.63838 Ha
- Energy relative to the best compared isomer or geometry (same formula, charge and spin): 5.1 kcal/mol
- Multiplicity: 2
- LUMO level (spin up / spin down): 0.0294 / -0.1239 Eh
- HOMO-LUMO gap (spin up / spin down): 0.3751 / 0.2217 hartree
- Molecular weight: 118.112 g mol⁻¹

---

Below is a molecular structure, C14H24LiN3O3, with properties calculated with wB97M-V/def2-TZVPD.

Cartesian coordinates (Å):
1 Li -0.001 -0.594 -0.759
2 C -3.962 2.732 0.909
3 N -3.416 1.534 0.298
4 C -4.381 0.508 -0.074
5 C -2.122 1.387 -0.037
6 O -1.688 0.379 -0.577
7 C -1.179 2.548 0.294
8 O 0.015 2.340 -0.401
9 C 1.220 2.548 0.276
10 C 2.143 1.364 -0.032
11 O 1.687 0.350 -0.543
12 N 3.444 1.496 0.282
13 C 4.022 2.676 0.897
14 C 4.383 0.435 -0.054
15 H -4.787 2.443 1.559
16 H -4.345 3.431 0.161
17 H -3.226 3.239 1.527
18 H -4.893 0.140 0.816
19 H -3.861 -0.314 -0.552
20 H -5.121 0.926 -0.759
21 H -1.022 2.573 1.379
22 H -1.627 3.501 -0.003
23 H 1.074 2.606 1.361
24 H 1.677 3.486 -0.053
25 H 3.270 3.281 1.395
26 H 4.546 3.293 0.163
27 H 4.741 2.362 1.653
28 H 3.842 -0.392 -0.499
29 H 4.889 0.089 0.849
30 H 5.130 0.810 -0.756
31 C -2.514 -2.778 -0.642
32 C -1.122 -3.328 -0.609
33 C -0.753 -4.657 -0.541
34 C 0.664 -4.672 -0.516
35 C 1.063 -3.351 -0.574
36 C 2.466 -2.832 -0.570
37 N -0.020 -2.514 -0.635
38 H -3.236 -3.595 -0.679
39 H -2.685 -2.140 -1.516
40 H -2.737 -2.177 0.246
41 H -1.426 -5.502 -0.512
42 H 1.319 -5.530 -0.465
43 H 3.171 -3.665 -0.551
44 H 2.670 -2.204 0.304
45 H 2.687 -2.231 -1.459

Output
- DFT total energy: -945.42745 Ha
- Energy relative to the best compared isomer or geometry (same formula, charge and spin): 0.0 kcal/mol
- Multiplicity: 1
- LUMO level: 0.0019 Eh
- HOMO-LUMO gap: 0.2012 hartree
- Molecular weight: 289.305 g mol⁻¹

---

Below is 2 unconnected molecules or ions with the total composition C3H7NO, with properties calculated with wB97M-V/def2-TZVPD.

Cartesian coordinates (Å):
1 C -0.500 0.333 0.125
2 C -1.927 0.056 -0.292
3 C 1.944 -0.303 -0.132
4 N 0.740 0.431 -0.487
5 O 0.237 1.471 0.382
6 H -0.448 -0.535 1.623
7 H -2.072 -1.012 0.120
8 H -2.001 0.141 -1.357
9 H -2.540 0.703 0.157
10 H 1.669 -0.800 0.852
11 H 2.315 -1.045 -0.896
12 H 2.584 0.559 -0.096

Output
- DFT total energy: -248.28266 Ha
- Energy relative to the best compared isomer or geometry (same formula, charge and spin): 153.0 kcal/mol
- Multiplicity: 1
- LUMO level: 0.0399 Eh
- HOMO-LUMO gap: 0.3826 hartree
- Molecular weight: 73.095 g mol⁻¹